Record 1
ORCA calculation (ωB97M-V with the def2-TZVPD basis set) on a cluster of 2 separate species, C10H15N2OS in total.

- HOMO-LUMO gap (alpha / beta): 7.339 / 7.338 eV
- Relative energy (zero: lowest compared OMol25 entry of this formula, charge and spin): 250.0 kJ/mol

```
! RIJCOSX wB97M-V def2-TZVPD def2/J DEFGRID3
* xyz 1 1
S -0.66884 -2.68853 -0.64427
O -1.19603 -0.38727 -2.15812
N -1.81865 1.15977 -0.53980
N 1.32684 -0.42012 0.02385
C -1.40453 -0.09352 -0.92725
C -2.16023 2.04360 -1.61353
C 1.81692 0.54742 0.87075
C 3.75400 0.65738 -0.50751
C -1.08210 -1.17079 0.04212
C -0.21927 -3.71795 0.72403
C 3.22706 -0.34343 -1.36176
C -2.10948 1.63569 0.79669
C 2.92972 1.21367 0.54351
C 1.95209 -0.79718 -1.06594
H 1.12365 0.81350 1.65124
H -0.90643 -4.56577 0.99711
H -1.95897 1.33278 -2.54252
H 4.77853 1.05862 -0.75227
H -1.67798 2.99746 -1.64308
H 0.78161 -4.22976 0.61633
H -3.31721 2.20583 -1.54567
H -1.01887 -1.19895 1.14787
H 1.57779 -1.47090 -1.74998
H 3.83444 -0.64281 -2.21752
H -0.08880 -3.02964 1.60090
H -2.37162 0.83940 1.45863
H 3.40055 1.94668 1.24218
H -3.04333 2.15014 0.58733
H -1.33046 2.24242 1.03281
*
```

---

Record 2
ORCA calculation (ωB97M-V with the def2-TZVPD basis set) on the ion C3H9N2O with charge -1.

- SMILES: NCCNC[O-]
- HOMO-LUMO gap: 6.976 eV
- Relative energy (zero: lowest compared OMol25 entry of this formula, charge and spin): 134.0 kJ/mol

```
! RIJCOSX wB97M-V def2-TZVPD def2/J DEFGRID3
* xyz -1 1
O 0.29796 1.71596 0.54351
N 1.93266 -0.56170 -0.36107
N -1.49664 0.08602 0.01729
C 0.75558 -1.42401 -0.55713
C -0.95739 1.53257 0.20996
C -0.62429 -1.11227 0.23111
H -0.29104 -1.03072 1.28267
H -1.98665 0.06557 -0.88974
H -1.63834 1.92739 1.02710
H 2.25729 -0.69697 0.59297
H 1.42062 0.38074 -0.19888
H 1.05798 -2.46506 -0.27400
H -1.24618 -1.95460 -0.07821
H -1.15294 2.13778 -0.74905
H 0.59717 -1.42224 -1.61800
*
```

---

Record 3
ORCA calculation (ωB97M-V with the def2-TZVPD basis set) on a structure of composition C9H23Cl2NNbO8S2.

- HOMO-LUMO gap: 7.429 eV
- Relative energy (zero: lowest compared OMol25 entry of this formula, charge and spin): 0.0 kJ/mol

```
! RIJCOSX wB97M-V def2-TZVPD def2/J DEFGRID3
* xyz -1 1
Nb -4.02277 -2.16146 2.40355
Cl -4.26584 -0.38911 -2.20954
Cl -2.02207 -1.13899 -0.14100
S 2.01124 0.74766 1.66199
S 4.14357 -0.21138 -4.49379
O -4.50665 1.43540 2.40043
O 1.40102 1.22679 0.45691
O 1.69488 1.75743 2.83205
O 1.76557 -0.59484 2.07769
O 3.75692 0.65057 -3.23579
O 4.05205 -1.60705 -4.19710
O -3.52640 -0.32696 3.14814
O 3.45698 0.29654 -5.64477
N -3.57294 0.73479 2.25492
C -6.12384 -1.26484 -0.42695
C -0.57534 1.15736 3.64337
C -3.69868 -1.39155 0.26435
C 2.33191 0.87150 -2.96237
C -4.63730 -1.09284 -0.63349
C 3.75003 1.01588 1.59472
C 0.30722 2.19148 2.99399
C 1.67152 -0.29475 -2.27836
C 5.84113 0.24716 -4.56377
H 1.58558 -1.16429 -2.92845
H 1.84478 1.13956 -3.89913
H -4.26347 -3.00463 4.00955
H 4.17232 0.79078 2.57011
H -6.62019 -1.49242 -1.37856
H 3.93733 2.04680 1.30896
H -0.13922 0.79911 4.57620
H -0.07462 2.48298 2.01560
H -6.57120 -0.34539 -0.02405
H -6.30910 -2.08182 0.28458
H 6.30852 -0.01297 -3.61820
H -1.54841 1.59789 3.85400
H 2.33496 1.74681 -2.31710
H 2.23116 -0.58533 -1.39013
H 0.67324 0.00622 -1.96027
H 4.13576 0.32929 0.84386
H -2.37000 -2.96742 2.48780
H -0.73370 0.30209 2.98801
H -5.83447 -1.86895 2.59859
H 0.40234 3.08953 3.60116
H 6.28073 -0.32525 -5.37731
H 5.90821 1.31314 -4.75999
H -4.58278 -3.65452 1.56960
*
```

---

Record 4
ORCA calculation (ωB97M-V with the def2-TZVPD basis set) on a structure of composition C24H23AuN3OS.

- ⟨S²⟩: 2.023
- HOMO-LUMO gap (alpha / beta): 8.219 / 4.972 eV
- Relative energy (zero: lowest compared OMol25 entry of this formula, charge and spin): 78.2 kJ/mol

```
! RIJCOSX wB97M-V def2-TZVPD def2/J DEFGRID3
* xyz 3 3
Au -1.45723 -0.26366 -0.99480
S 1.73058 -0.19495 1.99689
O 0.86299 -0.71185 0.92026
N -0.28249 -0.01911 -2.68744
N -1.31781 1.79224 -1.05180
N -2.78960 0.23950 0.51708
C -3.56006 -0.61520 1.20294
C 0.14356 -0.99872 -3.49569
C 1.29775 0.61634 -4.84204
C -0.59344 2.30679 -2.04146
C -2.04635 3.84331 -0.24004
C 3.33587 -2.32835 1.40062
C 4.32995 -0.50359 2.74738
C 5.48352 -1.22957 2.87567
C 1.03696 -0.65058 3.60814
C -3.46797 -2.06455 0.85288
C 3.23684 -1.07919 2.05094
C 5.57585 -2.49036 2.26345
C -4.42481 -0.13530 2.18588
C -2.85644 1.58772 0.74340
C -4.47771 1.21557 2.45270
C -0.27752 -2.39385 -3.16588
C -0.55438 3.68821 -2.15585
C 4.49046 -3.04748 1.55352
C -2.05521 2.45884 -0.16758
C 0.94274 -0.69222 -4.59551
C 0.03013 1.28884 -2.93797
C 0.82965 1.62657 -4.00304
C -1.28267 4.44190 -1.23923
C -3.68194 2.09430 1.71811
H 4.23895 0.48753 3.17561
H 6.32987 -0.83896 3.42334
H 1.27174 -1.48997 -5.24632
H 0.12225 -3.10675 -3.88263
H -3.95633 -2.68327 1.60174
H -3.72820 3.15769 1.90244
H 4.58463 -4.04439 1.14473
H -1.36673 -2.47576 -3.18617
H 0.93828 -1.73320 3.64430
H -2.62801 4.45073 0.43797
H 6.50788 -3.03914 2.31817
H -3.96072 -2.24956 -0.10451
H 0.00316 4.17615 -2.94196
H 1.69225 -0.27833 4.39410
H 2.48665 -2.70898 0.84953
H 1.92563 0.86319 -5.68780
H -1.27445 5.52089 -1.32023
H 1.07837 2.65928 -4.19906
H 0.06975 -0.15416 3.65891
H 0.08032 -2.67626 -2.17265
H -5.14326 1.59705 3.21568
H -5.04874 -0.83376 2.72556
H -2.42451 -2.38162 0.77771
*
```

---

Record 5
ORCA calculation (ωB97M-V with the def2-TZVPD basis set) on a cluster of 2 separate species, C3H11NO in total.

- ⟨S²⟩: 0.750
- HOMO-LUMO gap (alpha / beta): 3.033 / 9.659 eV
- Relative energy (zero: lowest compared OMol25 entry of this formula, charge and spin): 33.8 kJ/mol

```
! RIJCOSX wB97M-V def2-TZVPD def2/J DEFGRID3
* xyz -1 2
O 0.52463 -2.53661 -2.68361
N 0.05135 -0.84754 -0.22633
C -1.18536 1.15121 0.15387
C 0.92672 1.02346 1.52770
C -0.15113 0.17259 0.79919
H 0.29295 -1.60490 -2.94536
H 0.74365 -1.57544 -0.03916
H -0.73645 -0.27004 1.60932
H -2.00900 0.55206 -0.25799
H 0.45398 -0.36329 -1.03342
H 1.00613 2.06597 1.25696
H 1.92684 0.60263 1.38734
H -1.48365 1.91987 0.87464
H 0.71858 0.91458 2.59340
H -0.31275 -2.78645 -2.25957
H -0.76649 1.58190 -0.75697
*
```

---

Record 6
ORCA calculation (ωB97M-V with the def2-TZVPD basis set) on an isolated molecule of C5H7NO.

- SMILES: C1=CN=COCC1
- HOMO-LUMO gap: 9.583 eV
- Relative energy (zero: lowest compared OMol25 entry of this formula, charge and spin): 152.9 kJ/mol

```
! RIJCOSX wB97M-V def2-TZVPD def2/J DEFGRID3
* xyz 0 1
O 1.29998 0.54590 1.00832
N 1.04426 -1.44348 -0.32499
C 1.58934 -0.68376 0.53764
C -1.09715 -0.34477 -0.81103
C 0.20098 1.26064 0.44396
C -1.09032 0.38677 0.48559
C -0.08831 -1.16851 -1.10903
H 0.45595 1.47467 -0.60045
H -1.80434 -0.03487 -1.57456
H 0.17002 2.21112 0.98120
H -0.12387 -1.75089 -2.02426
H -1.01490 -0.33933 1.30987
H 2.49885 -1.02620 1.03416
H -2.04049 0.91271 0.64361
*
```

---

- What is the formula in the first record?
  C10H15N2OS